No. 1
{"formula": "C2H7O4S", "method": "the ωB97M-V functional and the def2-TZVPD basis", "species": ["O", "O", "H", "O", "S", "C", "C", "O", "H", "H", "H", "H", "H", "H"], "xyz": [[-2.32, -0.45, 4.19], [-3.48, -0.28, 3.74], [-1.01, 0.60, 4.70], [-0.33, 1.27, 5.03], [1.18, 0.95, 4.86], [1.46, -0.52, 5.78], [1.43, 0.61, 3.16], [2.02, 2.03, 5.32], [2.49, -0.85, 5.66], [1.28, -0.32, 6.84], [0.79, -1.32, 5.48], [2.46, 0.30, 2.98], [0.75, -0.17, 2.80], [1.23, 1.52, 2.59]], "s_squared": 3.76, "e_tot_ev": -21203.5448, "spin_multiplicity": 4, "e_lumo_ha": [0.030, -0.060]}

No. 2
{"formula": "C6H12O", "method": "the ωB97M-V functional and the def2-TZVPD basis", "species": ["C", "C", "C", "C", "C", "C", "O", "H", "H", "H", "H", "H", "H", "H", "H", "H", "H", "H", "H"], "xyz": [[-0.97, -0.48, -1.97], [-1.18, -0.08, -0.50], [0.10, 0.08, 0.31], [1.14, 0.96, -0.39], [-0.08, 0.44, 1.78], [1.10, -0.44, 2.19], [0.68, -1.30, 0.60], [-0.35, -1.38, -2.05], [-0.47, 0.32, -2.53], [-1.92, -0.68, -2.46], [-1.79, -0.84, 0.00], [-1.74, 0.87, -0.44], [1.61, 0.41, -1.21], [0.68, 1.86, -0.82], [1.91, 1.25, 0.33], [-1.08, 0.14, 2.11], [0.07, 1.50, 2.02], [0.76, -1.25, 2.86], [1.55, -1.36, 0.17]], "e_above_lowest_kj_mol": 407.4, "e_tot_ev": -8460.1317, "spin_multiplicity": 1, "e_lumo_ha": 0.030}